DFT (ωB97M-V with the def2-TZVPD basis set) results for the molecule C5H13NO.

```
20
Properties=species:S:1:pos:R:3:forces:R:3:lowdin_charge:R:1
O 1.864 -0.296 1.027 0.114 -0.218 -0.025 -0.08
N 0.067 1.478 -0.154 -0.057 -1.149 0.825 -0.10
C -1.461 0.229 1.426 0.414 -0.337 2.138 -0.08
C -0.301 1.788 -1.512 2.517 -3.229 -0.947 -0.12
C 0.753 -1.012 0.560 -1.298 0.996 -0.937 -0.31
C -0.465 0.147 0.259 1.107 -1.343 -0.455 -0.32
C 1.184 -2.087 -0.655 -0.985 1.106 2.138 -0.03
H 1.728 0.623 0.741 0.059 -0.003 -0.119 0.07
H -2.375 0.818 1.253 0.510 0.134 -0.322 0.07
H -0.947 -0.232 -0.637 -0.490 -0.374 0.091 0.10
H 1.778 -2.811 -0.064 0.317 0.480 -0.727 0.06
H -0.971 0.634 2.406 -0.633 -0.505 -1.808 0.11
H 0.288 -2.680 -0.908 0.217 0.506 -0.313 0.05
H 0.298 -1.569 1.426 0.665 -0.031 -0.952 0.12
H -1.864 -0.771 1.748 0.606 0.672 -0.582 0.08
H 0.475 1.261 -2.074 0.219 0.263 -0.643 0.09
H -0.200 2.783 -1.796 -0.441 1.789 -0.153 0.07
H -0.428 2.157 0.339 -0.630 1.120 1.846 0.07
H 1.708 -1.659 -1.561 -0.605 -0.391 1.286 0.08
H -1.132 1.199 -1.821 -1.606 0.513 -0.342 0.07
```
Forces are in eV/Å.

Results
LUMO energy in eV: 0.98
SMILES string: CN[C@H](C)[C@@H](C)O
Total charge: 0

DFT (ωB97M-V with the def2-TZVPD basis set) results for a cluster of 2 separate species, C5H13NO in total.

```
20
Properties=species:S:1:pos:R:3:forces:R:3:lowdin_charge:R:1
O -1.494 6.943 -0.393 -0.200 -0.466 0.020 -0.07
N -1.960 -1.480 -0.044 -0.246 1.276 -0.342 0.00
C 1.328 -1.663 -0.219 -0.360 -1.011 -0.615 -0.18
C 0.933 -0.756 0.651 0.217 0.353 0.233 -0.14
C -1.305 -0.234 -0.472 0.548 -0.387 0.716 -0.29
C -0.206 0.217 0.519 0.127 -0.460 -1.598 -0.20
C 2.426 -2.664 0.040 -0.190 1.138 -0.086 -0.10
H -0.836 -0.343 -1.449 -0.125 -0.080 -0.158 0.10
H -1.567 6.609 0.510 0.051 0.147 -0.137 0.03
H 0.221 1.090 0.025 -0.066 0.551 0.539 0.11
H -1.636 -1.670 0.889 -0.006 -0.817 -0.118 0.06
H 0.789 -1.811 -1.156 -0.074 0.068 0.142 0.10
H 2.035 -3.674 0.024 -0.030 -0.218 0.070 0.07
H 3.193 -2.574 -0.730 0.170 -0.144 0.095 0.07
H -0.649 0.467 1.474 0.043 0.187 0.282 0.10
H -1.829 -2.215 -0.717 0.197 -0.341 0.436 0.06
H -1.859 6.222 -0.930 0.148 0.318 0.117 0.04
H 2.829 -2.415 1.020 0.346 -0.367 0.002 0.07
H -2.010 0.582 -0.536 -0.411 0.224 -0.147 0.09
H 1.597 -0.632 1.494 -0.138 0.030 0.549 0.10
```
Forces are in eV/Å.

Results
LUMO energy in eV: 0.68
SMILES string: C/C=C/CCN.O
Total charge: 0

DFT (ωB97M-V with the def2-TZVPD basis set) results for the molecule C5H13NO.

```
20
Properties=species:S:1:pos:R:3:forces:R:3:lowdin_charge:R:1
O -1.657 0.158 1.381 0.051 -0.431 0.130 -0.04
N 1.034 -0.138 0.485 -0.820 -0.232 -0.038 -0.10
C -1.311 0.527 0.054 0.418 1.909 -0.422 -0.39
C -0.954 2.046 0.241 -0.399 -1.284 0.720 -0.03
C -0.113 -0.271 -0.465 1.349 -1.003 1.206 -0.35
C -0.498 -1.748 -0.621 -0.132 0.019 -0.888 -0.06
C 2.363 -0.075 -0.094 0.188 0.294 0.285 -0.13
H -2.183 0.371 -0.599 0.207 0.107 -0.058 0.14
H 0.936 -0.815 1.239 0.271 0.327 -0.250 0.11
H -0.869 2.710 -0.613 -0.042 -0.340 -0.322 0.07
H 2.968 0.675 0.430 -0.050 -0.056 -0.042 0.07
H -1.460 -1.862 -1.132 -0.099 0.064 0.188 0.08
H 0.199 -2.304 -1.254 0.217 0.121 0.265 0.08
H 2.945 -1.000 -0.072 -0.161 -0.222 -0.098 0.07
H -0.545 -2.245 0.343 -0.069 -0.115 0.185 0.07
H 2.289 0.261 -1.129 0.077 -0.057 -0.017 0.07
H -1.701 2.419 0.939 -0.131 0.288 -0.191 0.07
H -0.029 2.001 0.811 0.208 0.301 -0.157 0.07
H 0.367 0.082 -1.375 -0.978 0.396 -0.450 0.13
H -1.781 -0.794 1.430 -0.105 -0.086 -0.045 0.08
```
Forces are in eV/Å.

Results
LUMO energy in eV: 0.91
SMILES string: CN[C@@H](C)[C@H](C)O
Total charge: 0

DFT (ωB97M-V with the def2-TZVPD basis set) results for the molecule C5H13NO.

```
20
Properties=species:S:1:pos:R:3:forces:R:3:lowdin_charge:R:1
O 0.401 -1.206 -1.396 0.475 0.024 0.946 -0.08
N -1.573 -0.283 0.307 -0.146 -0.101 -0.301 -0.16
C -2.472 0.843 0.150 -0.546 0.459 0.682 -0.13
C -0.511 -0.210 1.340 -0.507 0.016 -1.171 -0.18
C 1.018 -0.061 -0.747 0.332 -0.979 -1.333 -0.44
C 0.927 -0.037 0.775 -1.735 0.102 -0.950 -0.13
C 2.482 -0.130 -1.144 1.086 0.153 -0.253 -0.07
H 0.536 0.760 -1.265 0.022 0.799 0.476 0.13
H 3.103 -0.706 -0.453 -0.369 -0.282 0.147 0.07
H 1.545 -0.869 1.081 0.422 0.244 0.641 0.11
H 2.601 -0.612 -2.113 -0.216 0.095 -0.071 0.08
H -3.042 1.097 1.063 0.299 -0.103 0.122 0.08
H -1.977 1.772 -0.139 0.206 -0.224 -0.261 0.08
H -0.639 -1.129 1.879 0.443 -0.375 0.579 0.11
H 1.234 0.975 1.031 0.758 -0.284 0.495 0.12
H 3.029 0.819 -1.195 -0.539 0.197 -0.020 0.08
H -3.258 0.600 -0.564 0.257 0.013 -0.356 0.08
H -0.509 -1.143 -1.073 -0.252 -0.048 -0.090 0.04
H -2.154 -1.091 0.473 0.105 -0.100 0.095 0.11
H -0.741 0.611 1.991 -0.094 0.394 0.625 0.10
```
Forces are in eV/Å.

Results
LUMO energy in eV: 0.92
SMILES string: CNCC[C@@H](C)O
Total charge: 0

DFT (ωB97M-V with the def2-TZVPD basis set) results for a cluster of 2 separate species, C5H13NO in total.

```
20
Properties=species:S:1:pos:R:3:forces:R:3:lowdin_charge:R:1
O -2.974 -2.645 0.768 1.239 1.085 -0.268 -0.10
N -0.990 0.113 -1.800 -2.055 1.673 3.305 0.07
C -0.763 0.905 -0.622 -0.300 0.877 -0.646 -0.43
C 1.615 -0.175 -0.152 1.441 0.126 -0.583 -0.21
C 2.470 -0.063 1.205 -1.721 1.884 -1.426 -0.11
C -1.763 1.486 0.174 1.408 -1.548 -2.327 0.02
C 0.709 1.129 -0.471 1.838 0.405 3.847 -0.18
H -1.920 -0.264 -1.608 0.707 -0.781 -1.770 0.09
H -3.198 -3.575 0.665 0.718 0.089 -0.225 0.03
H 0.858 1.712 0.501 -0.427 -0.427 -1.082 0.11
H 3.196 -0.778 1.472 -0.066 -2.127 0.093 0.04
H 3.190 0.769 1.264 -0.917 0.686 -0.560 0.07
H -1.492 2.107 1.050 -0.371 -0.634 -0.776 0.05
H 2.409 -0.367 -0.924 -1.175 0.149 0.109 0.09
H -2.034 -2.412 0.493 -1.938 -1.130 0.476 0.06
H 1.166 1.829 -1.177 -0.276 -0.525 -0.510 0.11
H -0.240 -0.156 -2.409 -0.390 -0.464 0.152 0.08
H 1.652 0.095 1.890 0.442 -0.114 1.161 0.06
H -2.819 1.342 -0.201 1.212 0.323 0.923 0.06
H 0.930 -1.051 -0.117 0.632 0.452 0.108 0.09
```
Forces are in eV/Å.

Results
LUMO energy in eV: 0.75
SMILES string: C=C(N)CCC.O
Total charge: 0

DFT (ωB97M-V with the def2-TZVPD basis set) results for a cluster of 2 separate species, C5H13NO in total.

```
20
Properties=species:S:1:pos:R:3:forces:R:3:lowdin_charge:R:1
O -2.443 -1.784 -1.627 -0.269 -0.248 0.020 -0.06
N 0.108 -0.257 -0.251 0.185 0.927 -0.393 -0.23
C 0.949 1.730 0.746 0.178 3.679 1.089 -0.22
C -0.415 -0.154 1.133 -0.408 -1.813 -0.742 -0.20
C 0.979 -1.355 -0.706 -0.756 0.868 -0.714 -0.12
C 0.753 1.058 -0.586 0.379 -1.827 0.587 -0.20
C -0.241 1.312 1.577 -1.002 -1.282 -0.168 -0.19
H -1.475 -0.482 1.206 0.377 0.324 -0.388 0.11
H -0.225 1.285 2.673 0.518 0.621 -0.218 0.11
H 0.453 -2.318 -0.749 0.090 0.236 0.276 0.07
H 0.115 1.560 -1.301 0.042 0.591 -0.070 0.11
H 0.886 2.883 0.690 0.378 -1.592 -0.260 0.13
H -1.993 -1.916 -2.468 0.016 0.045 0.042 0.03
H 1.735 0.823 -1.011 -0.231 0.419 -0.326 0.10
H -3.174 -2.417 -1.635 0.191 0.160 -0.038 0.04
H 0.101 -0.967 1.694 0.159 0.955 0.489 0.11
H 1.174 -1.056 -1.790 0.248 -0.786 1.405 0.10
H 1.917 1.558 1.255 -0.404 -0.452 -0.481 0.11
H -1.119 1.936 1.261 0.553 -0.758 0.290 0.12
H 1.914 -1.439 -0.108 -0.244 -0.067 -0.402 0.08
```
Forces are in eV/Å.

Results
LUMO energy in eV: 0.89
SMILES string: CN1CCCC1.O
Total charge: 0

DFT (ωB97M-V with the def2-TZVPD basis set) results for a cluster of 2 separate species, C5H13NO in total.

```
20
Properties=species:S:1:pos:R:3:forces:R:3:lowdin_charge:R:1
O -0.647 -0.620 0.417 -0.220 -1.077 -0.028 -0.12
N -0.740 1.217 2.924 0.189 1.587 -1.722 -0.08
C -0.213 -0.538 -1.976 1.115 0.820 -0.115 -0.26
C 0.712 -1.210 -3.008 0.890 -0.278 -0.151 -0.14
C 0.782 1.386 2.854 -1.574 -1.032 -0.017 -0.13
C -1.398 1.795 1.963 1.451 -0.349 2.043 -0.11
C 0.067 -1.257 -0.663 0.057 -0.736 0.764 -0.30
H 0.747 -0.787 -4.034 -0.664 -0.285 0.547 0.07
H -1.286 -0.633 -2.251 0.683 0.237 0.266 0.11
H -2.496 1.831 1.993 0.420 -0.405 -0.092 0.06
H -0.347 -2.296 -0.742 0.691 0.566 -0.096 0.12
H 1.773 -1.039 -2.672 -0.891 -0.539 -0.111 0.08
H -0.892 2.386 1.180 -0.213 -0.272 0.164 0.07
H 0.086 0.561 -1.829 -0.684 -1.446 -0.364 0.13
H 1.077 2.285 2.312 -0.007 -0.063 -0.207 0.06
H 1.210 1.425 3.863 -0.361 -0.012 -0.192 0.06
H 0.494 -2.326 -3.038 0.426 1.339 -0.170 0.09
H 1.206 -1.345 -0.405 -2.002 0.360 -0.544 0.14
H 1.146 0.461 2.367 0.027 0.596 0.120 0.06
H -1.280 -1.296 0.745 0.667 0.988 -0.095 0.10
```
Forces are in eV/Å.

Results
LUMO energy in eV: 0.92
SMILES string: C=NC.CCCO
Total charge: 0

DFT (ωB97M-V with the def2-TZVPD basis set) results for a cluster of 2 separate species, C5H13NO in total.

```
20
Properties=species:S:1:pos:R:3:forces:R:3:lowdin_charge:R:1
O 2.814 1.145 0.634 -0.763 0.245 -0.658 -0.07
N -0.005 -1.575 -0.198 0.915 -0.680 -1.321 -0.06
C -0.022 0.834 -0.498 -0.252 0.492 -0.240 -0.16
C -1.275 -0.244 1.373 -1.029 0.575 -0.724 -0.03
C -0.426 -0.265 0.135 -0.084 0.238 0.497 -0.39
C -0.810 -2.409 -1.158 -0.325 -0.057 1.613 -0.08
C -0.560 2.217 -0.266 -0.331 0.337 0.115 -0.11
H -1.601 2.250 -0.616 0.147 0.149 0.105 0.08
H -0.561 2.581 0.764 0.061 -0.213 0.060 0.07
H -0.820 -0.884 2.118 -0.290 -0.293 0.073 0.08
H -1.500 -1.781 -1.715 0.211 -0.079 -0.692 0.08
H 0.647 0.851 -1.351 0.008 -0.808 -0.200 0.10
H -1.487 0.735 1.810 0.552 0.107 -0.172 0.07
H 0.815 -1.461 -0.782 0.403 0.217 0.493 0.09
H -0.068 -2.994 -1.694 -0.227 0.311 -0.695 0.07
H -1.408 -3.185 -0.670 -0.078 0.316 0.376 0.07
H -0.008 2.946 -0.862 -0.011 -0.027 0.039 0.07
H 2.245 1.930 0.577 0.467 -0.009 0.398 0.03
H 2.298 0.584 0.029 0.458 -0.190 0.430 0.01
H -2.284 -0.546 1.049 0.168 -0.632 0.503 0.09
```
Forces are in eV/Å.

Results
LUMO energy in eV: 0.85
SMILES string: C/C=C(\C)NC.O
Total charge: 0

DFT (ωB97M-V with the def2-TZVPD basis set) results for a cluster of 2 separate species, C5H13NO in total.

```
20
Properties=species:S:1:pos:R:3:forces:R:3:lowdin_charge:R:1
O 1.240 -1.654 -0.269 -0.636 -0.579 -2.366 0.02
N 1.230 -0.825 -2.426 0.918 -1.564 3.903 0.16
C -0.726 -2.012 -1.619 -1.456 0.770 1.306 -0.02
C -0.386 1.546 2.196 2.295 0.330 0.176 -0.33
C -1.704 1.080 1.598 -0.722 0.976 -0.725 -0.13
C 0.018 2.993 1.722 -0.474 -1.732 -0.631 -0.11
C 0.689 -1.603 -1.380 0.159 3.434 1.261 -0.53
H -1.662 -1.540 -1.078 2.326 0.021 -1.366 0.14
H -0.873 -2.304 -2.615 -0.664 0.458 -1.718 0.05
H -2.480 1.102 2.372 -0.215 0.228 -0.458 0.06
H -0.085 1.418 3.258 -1.798 0.458 0.159 0.11
H 2.209 -0.703 -2.301 0.625 0.420 -0.179 0.09
H -0.766 -2.931 -1.174 -0.102 -2.791 1.532 0.04
H 0.266 3.583 2.544 0.827 0.944 1.530 0.02
H -1.958 1.814 0.711 0.158 -1.519 1.770 0.10
H 0.937 3.017 1.004 -2.348 0.126 0.681 0.11
H -1.714 0.064 1.181 0.320 0.247 0.190 0.05
H -1.013 3.343 1.507 1.199 0.721 -1.253 0.06
H 0.396 0.878 1.937 0.772 -0.803 -1.460 0.06
H 0.876 -0.759 -3.312 -1.185 -0.144 -2.351 0.05
```
Forces are in eV/Å.

Results
LUMO energy in eV: 0.81
SMILES string: CC(N)=O.CCC
Total charge: 0

DFT (ωB97M-V with the def2-TZVPD basis set) results for a cluster of 2 separate species, C5H13NO in total.

```
20
Properties=species:S:1:pos:R:3:forces:R:3:lowdin_charge:R:1
O -1.176 -2.359 -3.347 -0.127 -0.835 2.084 -0.07
N -1.059 1.920 -2.091 -0.919 -0.551 1.674 0.02
C -0.677 1.868 -0.688 -1.491 2.518 -0.653 -0.25
C -0.051 0.984 0.003 2.602 -3.633 -0.044 -0.17
C 0.401 1.007 1.472 0.682 -1.130 -2.639 -0.18
C 0.269 -0.489 1.963 0.646 3.164 2.421 -0.27
C 1.365 -1.420 1.580 -0.472 -1.428 1.591 -0.12
H -0.751 -1.798 -3.975 0.734 0.629 -0.327 0.01
H 1.606 -1.491 0.590 -0.304 -0.424 -3.168 0.02
H 1.237 -2.462 1.981 0.070 1.023 -0.283 0.10
H 1.479 1.399 1.537 -1.614 -0.529 0.156 0.14
H -0.669 1.146 -2.620 0.095 -0.041 0.235 0.05
H -0.694 -2.337 -2.473 -0.599 0.219 -1.750 0.06
H -1.043 2.711 -0.079 0.062 0.163 -0.741 0.11
H 2.308 -1.047 1.888 0.903 0.439 1.246 0.06
H 0.218 0.020 -0.545 -0.056 1.170 0.576 0.12
H -0.325 1.666 1.904 0.013 0.358 1.098 0.09
H -2.072 1.724 -2.002 0.562 0.374 -0.823 0.08
H -0.762 -0.742 1.852 -0.499 -0.786 -0.499 0.10
H 0.395 -0.298 3.050 -0.286 -0.699 -0.153 0.11
```
Forces are in eV/Å.

Results
LUMO energy in eV: 0.64
SMILES string: CCC/C=C/N.O
Total charge: 0

DFT (ωB97M-V with the def2-TZVPD basis set) results for a cluster of 2 separate species, C5H13NO in total.

```
20
Properties=species:S:1:pos:R:3:forces:R:3:lowdin_charge:R:1
O 1.823 -0.856 -3.588 -0.083 0.097 0.115 -0.10
N 1.903 -0.893 -0.617 0.029 0.036 0.255 0.03
C 0.647 -0.980 0.028 -0.273 0.005 -0.096 -0.16
C -2.467 0.567 0.542 0.103 0.055 0.309 -0.10
C -1.386 -0.272 1.224 0.174 0.072 -0.177 -0.24
C 0.572 1.335 1.022 0.199 -0.721 -0.237 -0.04
C 0.005 -0.029 0.698 0.099 0.275 0.049 -0.32
H -0.074 2.104 0.614 -0.099 0.296 0.177 0.07
H -2.324 1.630 0.738 0.061 0.042 -0.101 0.06
H 2.474 -1.705 -0.419 0.035 -0.008 -0.046 0.09
H -3.435 0.310 0.966 -0.186 -0.053 -0.144 0.07
H -1.635 -1.328 1.131 -0.008 -0.123 -0.018 0.10
H 0.655 1.414 2.108 -0.123 0.317 -0.005 0.09
H 1.929 -0.913 -2.615 -0.284 0.167 -0.312 -0.02
H 2.406 -0.066 -0.327 0.126 -0.004 -0.056 0.08
H 1.565 1.497 0.605 0.024 0.019 0.003 0.06
H 1.068 -0.269 -3.737 0.283 -0.227 0.168 0.03
H 0.133 -1.919 -0.125 0.074 -0.186 -0.074 0.11
H -1.386 -0.034 2.286 -0.077 -0.031 0.244 0.11
H -2.473 0.406 -0.534 -0.077 -0.028 -0.056 0.08
```
Forces are in eV/Å.

Results
LUMO energy in eV: 0.79
SMILES string: CC/C(C)=C/N.O
Total charge: 0

DFT (ωB97M-V with the def2-TZVPD basis set) results for the molecule C5H13NO.

```
20
Properties=species:S:1:pos:R:3:forces:R:3:lowdin_charge:R:1
O -2.522 -0.068 1.582 -0.075 0.040 0.340 -0.07
N -0.712 -1.882 0.638 1.082 0.356 0.437 0.04
C 0.980 -0.162 0.236 -0.687 1.025 -0.259 -0.19
C -0.521 -0.451 0.366 -0.308 -0.940 -0.274 -0.40
C 1.496 -0.052 -1.202 0.656 0.790 0.414 -0.25
C -1.162 0.331 1.486 0.114 0.079 -0.042 -0.24
C 0.991 1.231 -1.899 -1.366 -0.739 0.128 -0.11
H -1.032 -0.226 -0.579 0.018 0.481 0.049 0.13
H 1.163 0.830 0.653 0.012 0.188 0.229 0.10
H -2.919 0.555 2.196 -0.318 -0.190 0.022 0.08
H 2.565 0.133 -1.128 0.346 -0.439 0.087 0.10
H 0.004 1.089 -2.364 0.321 -0.112 -0.162 0.07
H -1.571 -2.190 1.055 -0.291 0.152 -0.415 0.06
H -1.156 1.412 1.316 0.444 -0.026 -0.242 0.12
H 0.766 1.972 -1.130 0.491 0.254 -0.084 0.07
H 1.520 -0.834 0.880 0.281 -0.567 -0.026 0.11
H 1.677 1.615 -2.650 0.028 0.034 0.064 0.07
H 1.373 -0.975 -1.758 -0.228 -0.049 -0.319 0.10
H -0.600 0.119 2.407 -0.165 -0.023 0.031 0.13
H -0.339 -2.446 -0.105 -0.356 -0.316 0.022 0.07
```
Forces are in eV/Å.

Results
LUMO energy in eV: 0.92
SMILES string: CCC[C@@H](N)CO
Total charge: 0

no.,calculated total energy (eV),orbital gap (eV),HOMO energy (eV)
1,-8931.649,10.37,-9.40
2,-8932.438,9.69,-9.01
3,-8932.685,9.42,-8.51
4,-8932.611,10.02,-9.10
5,-8931.362,8.80,-8.06
6,-8932.232,8.63,-7.74
7,-8931.593,10.39,-9.47
8,-8932.078,9.49,-8.64
9,-8931.866,10.87,-10.06
10,-8931.736,9.54,-8.90
11,-8933.255,9.26,-8.47
12,-8932.946,9.59,-8.67